[1]
{"formula": "C38H21Cl52FO2", "method": "ωB97M-V/def2-TZVPD", "species": ["O", "Cl", "Cl", "Cl", "C", "Cl", "H", "Cl", "Cl", "C", "C", "C", "C", "Cl", "Cl", "Cl", "Cl", "C", "C", "C", "Cl", "C", "C", "C", "Cl", "C", "Cl", "Cl", "C", "C", "H", "Cl", "O", "C", "Cl", "Cl", "H", "Cl", "H", "C", "H", "C", "H", "Cl", "C", "H", "F", "Cl", "C", "Cl", "C", "C", "Cl", "H", "C", "Cl", "Cl", "Cl", "C", "H", "H", "C", "Cl", "Cl", "C", "H", "C", "Cl", "H", "Cl", "C", "C", "Cl", "Cl", "C", "C", "Cl", "Cl", "Cl", "Cl", "Cl", "H", "C", "H", "Cl", "Cl", "Cl", "Cl", "C", "Cl", "Cl", "C", "C", "Cl", "C", "H", "Cl", "C", "Cl", "H", "Cl", "Cl", "Cl", "Cl", "C", "Cl", "H", "H", "H", "H", "Cl", "C", "Cl", "H"], "positions_angstrom": [[1.86581, 8.59999, 3.09355], [-11.32015, -2.57546, -11.34973], [-10.71285, -4.22772, -5.94825], [-10.42716, -6.02555, -10.33139], [3.06316, 5.15839, 5.58574], [-11.91620, -1.10253, -8.93560], [-1.07655, 4.78034, -1.87542], [-2.80984, 1.27712, -2.90456], [-9.01735, 0.76939, -7.09064], [2.44218, 6.23499, 4.91393], [0.10944, 2.97491, -2.21765], [-0.34452, 4.39503, -2.61013], [3.58957, 5.51088, 2.87553], [-7.68262, 3.13589, -6.10742], [-1.66220, -11.03621, -1.31674], [3.84901, -5.70182, 8.31955], [-8.42897, 1.02749, -4.27593], [5.14265, 0.37325, 6.73874], [4.20896, 4.43849, 3.55328], [1.69196, 7.02102, 1.27658], [-4.70466, -5.40615, -7.95710], [3.92686, 4.24624, 4.92771], [6.32290, -1.74934, 6.62101], [4.48982, 3.10762, 5.79876], [4.05066, -6.88098, 1.18397], [2.06791, 7.48280, 2.68142], [-4.03915, 3.26558, -1.20520], [-12.01060, -5.98674, -12.74748], [7.19639, -1.14898, 5.69659], [-6.41277, -4.95499, -8.04049], [5.75493, 2.36550, 4.18963], [-3.03907, 4.00285, 2.29404], [4.91990, 5.64055, 0.85073], [5.28440, -0.95628, 7.16505], [-9.18509, -4.24622, -3.49808], [6.39318, -4.31674, 1.59934], [4.55117, 3.44260, 6.85215], [-13.30762, -6.13920, -10.16894], [3.06708, 4.95476, -1.14524], [0.50026, 7.39392, 0.63634], [1.72957, 4.89915, -3.07588], [-4.05480, 2.53547, -2.81835], [4.87271, 3.78602, 2.97937], [-6.58274, -3.21248, -7.78216], [-8.89974, 1.90460, -5.74073], [1.78192, 6.92236, 5.45127], [1.26515, 2.93545, -1.42124], [2.57649, -4.75411, 2.47455], [8.07350, -4.60469, 9.79788], [6.94816, -2.06196, 3.32650], [5.79514, 2.44513, 5.29464], [1.12136, 6.01544, -1.34025], [-9.85206, -0.16254, -10.73274], [4.32642, 0.96294, 7.17834], [0.82233, 5.43316, -2.72768], [8.26307, -2.27638, 0.75412], [5.43856, -1.68117, 0.88930], [4.75062, -3.66560, 6.42753], [5.98542, 0.99099, 5.78394], [0.61183, 6.20411, -3.48760], [3.71271, 2.31204, 5.79949], [3.55815, -4.94691, 6.73895], [1.23563, -6.53352, 0.63406], [9.25840, -5.90534, 10.00397], [2.32893, 5.62652, -0.69104], [6.39721, -2.81485, 6.96318], [2.81849, 0.13593, -3.55943], [-12.07203, -4.35423, -3.40173], [-0.69711, 7.15559, -1.15734], [3.73386, -0.58400, -4.89151], [2.70026, 6.38903, 3.54708], [-10.63635, -4.86458, -4.30116], [1.93535, -4.23654, 6.72676], [-5.63940, 1.81579, -3.12965], [7.04069, 0.19523, 5.27356], [-1.27055, 3.93061, 2.15861], [-1.00552, -9.86105, 1.24089], [-7.31868, -5.81566, -6.79183], [-7.06023, -5.37633, -9.63198], [-1.71569, -8.16466, -0.98817], [2.97980, -0.87236, -2.11817], [8.01206, -1.77776, 5.32063], [-0.89389, -9.65947, -0.51359], [2.84152, 5.06272, 6.65578], [1.10655, 0.23229, -4.01095], [-10.57099, -6.63289, -4.35630], [-0.69481, 5.21998, 1.07251], [-0.79058, 2.35329, 1.51040], [3.83589, 5.73974, 1.37405], [8.68513, -3.44075, 8.61782], [3.67018, -6.18582, 5.47841], [2.56858, 6.14430, 0.59410], [2.75131, -5.69276, 0.98555], [-0.54742, 4.15512, 3.75919], [6.76086, -2.58514, 1.64011], [0.27578, 2.30394, -3.08420], [0.80704, -9.57032, -0.98855], [-11.89285, -6.64057, -11.10584], [-10.46719, 2.68265, -5.48404], [-0.22483, 8.04860, 1.13601], [6.53537, -5.29190, 9.23449], [3.44447, 1.75309, -3.22553], [-11.82735, -8.40723, -11.17806], [-3.72977, 3.77993, -4.03490], [-10.62902, -1.59900, -10.04627], [3.14706, -4.60719, -0.35374], [7.76740, 0.56659, 4.54073], [6.69061, 3.06130, 5.50422], [-0.69687, 2.51901, -1.61167], [-0.79360, 4.30856, -3.61845], [-9.42506, -2.55451, -9.16525], [0.24740, 6.88249, -0.66191], [7.81815, -3.79004, 11.34802], [4.57124, -1.36955, 7.88422]], "forces_ev_per_angstrom": [[-0.251, -0.270, -0.130], [0.041, 0.067, 0.080], [-0.003, 0.005, 0.028], [-0.056, -0.059, -0.007], [-0.257, 0.555, -0.653], [0.109, -0.034, -0.060], [0.164, -0.254, -0.539], [-0.120, 0.028, -0.062], [0.005, 0.029, 0.053], [0.694, -0.698, -0.179], [-0.804, -0.357, 0.275], [0.638, 0.310, -0.496], [-0.121, -0.181, 0.136], [-0.055, -0.075, 0.039], [0.037, 0.087, 0.047], [-0.556, 0.035, -0.308], [-0.259, -0.068, -0.102], [-0.111, 0.283, 0.078], [-0.557, 0.651, 0.390], [0.147, -0.008, -0.581], [-0.113, 0.042, -0.012], [0.072, 0.483, 0.384], [0.130, 1.195, 0.576], [-0.298, -0.390, -0.586], [-0.080, 0.001, 0.004], [-0.076, -0.674, 0.176], [0.088, -0.039, -0.095], [0.004, -0.029, 0.072], [-0.150, 0.256, 1.052], [-0.002, -0.024, 0.053], [-0.018, 0.114, 0.514], [0.107, -0.005, -0.007], [-0.369, -0.336, 0.223], [0.752, 0.392, -0.733], [-0.067, -0.036, -0.047], [0.013, 0.119, -0.018], [0.164, -0.075, -0.554], [0.082, -0.011, -0.054], [-0.450, 0.313, 0.146], [0.998, 0.451, -0.793], [-0.420, 0.328, 0.146], [-0.082, -0.037, 0.094], [-0.196, 0.236, 0.328], [0.140, -0.075, 0.057], [0.013, 0.032, -0.060], [0.261, -0.226, -0.299], [-0.315, 0.290, -0.245], [0.013, -0.028, -0.151], [0.030, -0.188, 0.101], [-0.318, -0.455, -1.407], [-0.199, -0.497, -0.236], [1.314, -0.126, 0.133], [-0.043, -0.104, 0.084], [0.412, -0.334, -0.185], [0.116, -0.597, 0.605], [-0.082, -0.016, 0.044], [0.027, -0.020, 0.016], [-1.845, -1.981, -0.096], [0.571, -0.621, 0.224], [-0.148, -0.172, 0.502], [0.317, 0.455, -0.056], [-0.130, -0.155, -0.321], [0.097, 0.115, 0.056], [-0.059, 0.064, -0.001], [-0.882, 1.100, 0.565], [1.141, 1.906, -0.318], [0.105, 0.013, -0.013], [0.084, -0.035, -0.047], [0.460, -0.082, 0.251], [-0.067, 0.013, 0.059], [0.268, -0.037, -0.875], [0.003, 0.023, -0.020], [0.057, -0.042, 0.010], [0.293, 0.157, 0.029], [-0.248, -0.540, 0.707], [-0.068, -0.085, -0.142], [0.009, 0.027, -0.094], [0.022, -0.004, -0.030], [0.053, 0.008, 0.027], [0.048, -0.061, 0.034], [-0.006, 0.014, -0.002], [-0.133, 0.604, 0.332], [0.019, -0.038, -0.002], [0.258, -0.211, -0.434], [0.159, -0.275, -0.148], [0.013, 0.087, -0.002], [-0.994, -1.630, 0.990], [-0.035, 0.100, 0.036], [-0.755, 0.215, 0.176], [-0.049, -0.058, 0.041], [0.020, 0.041, 0.143], [0.619, -0.278, 0.648], [-0.060, 0.097, 0.030], [-0.003, 0.005, -0.104], [0.023, -0.122, 0.020], [0.077, 0.814, 0.499], [-0.103, -0.096, -0.026], [0.000, 0.011, 0.039], [0.093, -0.056, -0.003], [0.398, -0.270, -0.289], [0.723, 0.361, 0.146], [-0.014, -0.116, -0.075], [-0.007, 0.104, -0.006], [-0.036, -0.075, 0.041], [-0.092, -0.050, -0.033], [-0.007, -0.053, 0.029], [-0.448, 0.091, 0.277], [-0.431, -0.306, 0.101], [0.457, 0.120, -0.232], [-0.150, 0.027, 0.652], [-0.162, 0.171, -0.093], [0.071, 0.597, -0.194], [0.000, -0.036, -0.086], [0.333, 0.172, -0.256]], "lowdin_charge": [0.1239, 0.5137, 0.4968, 0.4815, -0.0269, 0.5206, 0.0840, 0.5519, 0.5071, -0.0099, -0.2459, -0.1660, -0.0634, 0.5208, 0.5224, 0.4914, 0.4927, -0.0390, 0.0498, -0.1292, 0.5341, -0.1753, -0.2788, -0.1547, 0.5085, -0.2722, 0.5223, 0.5125, -0.2496, -2.0404, 0.1056, 0.5116, 0.1251, -0.1160, 0.5140, 0.5058, 0.1233, 0.5219, 0.1298, -0.1390, 0.1115, -2.0177, 0.1175, 0.5020, -2.0363, 0.1242, -0.1112, 0.5052, -2.0253, 0.6643, -0.1331, -0.2229, 0.5247, 0.1014, -0.1238, 0.5296, 0.5102, 0.6755, -0.1883, 0.1191, 0.1170, -1.9574, 0.5043, 0.5215, 0.0459, -0.0239, -2.0268, 0.5238, 0.1251, 0.5309, -0.0950, -2.0548, 0.5322, 0.4943, -0.0796, -1.9686, 0.5183, 0.5151, 0.5066, 0.5116, 0.5173, 0.0601, -2.0563, 0.1151, 0.5569, 0.5176, 0.7315, 0.5410, -0.2631, 0.5478, 0.5157, -0.0730, -2.0351, 0.5416, -1.9944, 0.0247, 0.5041, -2.0485, 0.5312, 0.1281, 0.4753, 0.5588, 0.5262, 0.5376, -2.0311, 0.5098, 0.1148, 0.1309, 0.0568, 0.0921, 0.4623, -0.1504, 0.5246, 0.0978], "homo_ha": -0.3379, "homo_lumo_gap_ev": 8.6818, "e_tot_ev": -697719.704, "lumo_ev": -0.51}



[2]
{"formula": "H4N3O2S", "method": "ωB97M-V/def2-TZVPD", "species": ["N", "N", "O", "H", "H", "O", "N", "S", "H", "H"], "positions_angstrom": [[1.38244, 0.73491, 1.02181], [-0.80307, 0.04991, 0.20061], [1.72126, 1.07530, -2.89118], [1.82882, -0.22737, 0.83579], [2.07812, 1.43988, 0.86424], [0.30171, -0.92401, -2.75784], [0.29448, 0.83521, 0.01900], [1.29168, -0.04591, -2.01167], [-0.64151, -0.91789, 0.38975], [-1.52407, 0.34976, 0.86881]], "forces_ev_per_angstrom": [[-1.384, -3.317, -0.383], [-0.762, -0.206, 0.641], [-0.401, -0.600, 1.320], [-0.202, 1.664, 0.474], [0.044, 0.326, -0.626], [1.385, 1.453, 1.878], [1.505, 1.714, -1.648], [-1.244, -0.517, -1.617], [0.443, -0.981, 0.037], [0.616, 0.463, -0.077]], "nbo_charge": [-0.7372, -0.6768, -0.9689, 0.2866, 0.3446, -0.9703, -0.3592, 1.4757, 0.2974, 0.3084], "homo_ha": [-0.1001, -0.1002], "total_charge": -1, "homo_lumo_gap_ev": [6.9028, 6.9061], "e_tot_ev": -19463.453, "de_lowest_kcal_mol": 21.7, "lumo_ev": [4.18, 4.18]}



[3]
{"formula": "C33H39AsN5O4SSc", "method": "ωB97M-V/def2-TZVPD", "species": ["C", "C", "S", "H", "C", "C", "N", "Sc", "C", "H", "H", "N", "C", "C", "N", "O", "H", "C", "C", "H", "H", "H", "H", "H", "C", "H", "H", "H", "H", "C", "H", "C", "H", "H", "H", "H", "H", "C", "H", "C", "C", "C", "H", "H", "C", "H", "C", "H", "C", "H", "H", "C", "H", "C", "H", "C", "C", "C", "C", "C", "C", "C", "C", "C", "H", "O", "H", "H", "H", "H", "C", "H", "H", "N", "H", "As", "O", "H", "C", "H", "N", "H", "C", "O"], "positions_angstrom": [[-2.40486, 1.85414, -2.17788], [2.31436, 2.96698, 1.82262], [-3.50133, -1.84884, -2.72748], [1.37163, 3.56905, -0.03472], [1.60878, -2.77435, -0.83886], [2.84043, -1.55691, -4.67965], [-1.91959, -2.71514, -0.75577], [0.09713, 0.26392, -0.26336], [-3.14639, 2.58259, -3.09042], [0.44777, -5.06285, -1.62627], [1.69186, -6.13881, -0.97492], [-1.85858, -0.42600, -1.31030], [-0.53110, -2.01819, 2.16184], [-4.02043, 1.95966, -3.98148], [3.88667, -3.43889, -6.11496], [-3.37874, -3.45293, 4.82078], [0.86505, -1.82343, -5.47417], [-1.91641, 1.28638, 1.36120], [-2.53682, 0.46964, -2.16712], [-1.15993, -3.46404, 3.62799], [1.74969, 2.03540, -1.65891], [-3.05461, 3.66013, -3.09905], [-0.15513, -0.13029, -4.00765], [3.02768, 0.70647, 4.73471], [-2.31874, -1.64103, -1.47697], [3.67484, -0.69284, 2.40838], [5.58806, -0.13470, 0.85744], [3.11395, 3.32493, -0.17611], [0.30349, -2.59585, 1.77503], [3.42804, -2.58727, -5.49199], [0.21772, 1.85355, -2.54193], [1.67173, 0.37492, -2.99157], [3.25622, 3.10688, 2.35690], [3.45437, -5.11022, -2.45471], [4.09263, -0.34262, -0.05799], [3.70764, -3.35788, -2.47345], [-2.51169, -3.52915, -0.78380], [2.96125, -4.14249, -2.36306], [4.28887, 0.92021, 2.74790], [-2.57014, -0.45950, 3.06880], [-3.44010, -0.13716, -3.03743], [3.79004, 0.31129, 1.99295], [2.23769, -4.04258, -3.17095], [0.26535, 1.28878, 3.49776], [1.21206, -5.16729, -0.85663], [-4.58986, 2.55354, -4.68288], [2.32334, 3.68917, 0.48267], [1.51735, 3.36210, 2.45501], [-3.25263, -2.21651, 4.81559], [-3.35116, 0.19428, 3.43203], [2.84397, -4.17257, 1.11738], [1.03570, 1.31199, -2.05845], [-1.76667, 2.35596, -1.46427], [3.62432, -0.84832, -3.76862], [-1.52523, -2.51517, 0.15369], [1.22408, 0.76723, 3.51289], [3.32033, -4.18316, 0.13670], [-1.31911, -2.48865, 3.18819], [4.58935, 0.27360, 0.69509], [-2.36673, -1.70346, 3.66298], [2.09098, 1.26006, 4.66560], [0.90776, -0.33624, -3.93229], [1.47463, -1.28576, -4.75909], [-1.75377, -0.06690, 2.02954], [3.66895, 0.64354, -2.24520], [-0.83139, 1.67212, 0.68071], [2.48548, 4.75802, 0.62957], [1.56169, 1.12495, 5.60966], [4.04290, -3.36842, 0.08617], [4.68909, -1.04096, -3.71975], [-4.18462, 0.58674, -3.95713], [0.73338, -5.13648, 0.12277], [3.85619, -5.12549, 0.02325], [-0.74658, -0.83679, 1.56702], [2.33227, 2.31967, 4.57528], [1.99631, 1.03394, 1.73469], [-2.93098, 1.92119, 1.44709], [0.99945, -0.29426, 3.62194], [2.28420, -4.07665, -0.99136], [-4.88109, 0.09497, -4.62238], [1.10001, -1.76358, -0.65587], [4.71124, 1.27255, 0.27070], [3.04678, 0.09247, -2.94071], [-3.77445, -1.31361, 5.48338]], "forces_ev_per_angstrom": [[-0.017, 0.051, -0.005], [0.029, 0.004, 0.011], [-0.030, -0.029, -0.044], [-0.011, -0.006, 0.012], [0.169, -0.010, 0.023], [0.103, -0.128, -0.090], [0.022, 0.006, -0.002], [0.301, -0.230, -0.536], [-0.019, 0.000, 0.000], [0.004, -0.002, -0.007], [-0.007, -0.006, 0.006], [0.000, 0.100, -0.143], [0.023, -0.046, -0.031], [0.028, -0.016, 0.018], [0.026, -0.027, -0.001], [0.282, -0.014, 0.153], [-0.003, 0.001, -0.002], [0.127, 0.109, -0.031], [0.090, -0.064, 0.071], [-0.008, -0.002, 0.023], [0.018, 0.012, -0.064], [-0.004, 0.004, -0.003], [-0.004, 0.007, -0.005], [0.001, -0.011, -0.005], [0.037, -0.012, 0.093], [-0.004, 0.001, 0.000], [-0.001, 0.001, 0.006], [-0.003, -0.017, 0.005], [0.001, 0.003, 0.011], [-0.101, 0.133, 0.078], [-0.001, -0.009, 0.064], [-0.094, -0.004, 0.120], [-0.015, 0.046, 0.004], [0.000, -0.001, -0.017], [-0.012, 0.001, 0.002], [0.012, 0.001, -0.001], [-0.003, -0.002, 0.001], [-0.008, 0.003, 0.000], [0.037, -0.028, -0.002], [-0.042, -0.006, 0.054], [-0.051, -0.002, -0.058], [0.075, -0.025, -0.031], [0.000, -0.004, -0.004], [-0.001, 0.002, 0.000], [0.018, -0.020, 0.001], [-0.001, 0.007, -0.003], [0.012, 0.015, -0.016], [-0.004, -0.006, 0.000], [-0.744, 0.071, -0.341], [-0.009, -0.021, 0.024], [-0.002, 0.007, 0.003], [0.164, -0.094, -0.033], [-0.010, -0.018, 0.011], [0.009, 0.014, 0.028], [-0.011, -0.011, -0.023], [0.048, 0.034, 0.021], [0.010, -0.008, -0.007], [0.000, -0.024, -0.060], [0.015, -0.005, -0.010], [0.292, 0.035, 0.025], [-0.039, -0.023, 0.032], [-0.013, -0.065, -0.044], [-0.055, 0.040, 0.025], [0.015, -0.083, 0.071], [0.006, 0.006, 0.000], [-0.716, 0.059, 0.373], [0.014, -0.004, 0.004], [0.012, 0.006, 0.006], [0.006, -0.001, -0.010], [0.001, 0.000, 0.001], [0.009, 0.024, 0.010], [-0.004, 0.003, 0.000], [-0.002, -0.006, 0.014], [-0.064, 0.259, -0.007], [-0.010, 0.005, -0.016], [0.003, -0.009, 0.047], [-0.002, 0.060, 0.061], [0.012, -0.009, -0.002], [-0.157, 0.086, 0.040], [-0.002, -0.003, -0.003], [0.048, -0.101, -0.016], [-0.009, 0.005, 0.006], [0.022, 0.017, -0.035], [0.193, -0.030, 0.154]], "lowdin_charge": [-0.0240, -0.4014, 1.1318, 0.0553, -0.0739, -0.2718, 0.1292, 0.8150, -0.0554, 0.0914, 0.0975, 0.0341, -0.1636, -0.0752, 0.1485, -0.0261, 0.1192, -0.5468, -0.2916, 0.1229, 0.0256, 0.1116, 0.1109, 0.0623, -0.6626, 0.0696, 0.0732, 0.0596, 0.0992, -0.2100, 0.0474, -0.3288, 0.0704, 0.1017, 0.0411, 0.0833, 0.1075, -0.0244, 0.0646, 0.0892, -0.4634, -0.4274, 0.0914, 0.0711, -0.0274, 0.1074, -0.1669, 0.0755, -0.7027, 0.1400, 0.0904, -0.1978, 0.0994, -0.0492, 0.0608, -0.4073, -0.0234, 0.0174, -0.1732, -0.0656, -0.1504, -0.0429, -0.0319, -0.1917, 0.1007, -0.2010, 0.0754, 0.0792, 0.0892, 0.1200, -0.0814, 0.0891, 0.0983, -0.0299, 0.0639, 1.2209, 0.1334, 0.0584, -0.5669, 0.1115, 0.2007, 0.0646, -0.0524, -0.0120], "homo_ha": -0.2882, "homo_lumo_gap_ev": 7.4864, "e_tot_ev": -142872.872, "de_lowest_kcal_mol": 4.5, "lumo_ev": -0.35}



Looking at max |F| for the records above, in order, we have 0.0527; 0.0703; 0.0160 Eh/bohr.